Entry from OMol25: an isolated molecule of CH5N3 (ωB97M-V with the def2-TZVPD basis set).

XYZ file:
```
9
Properties=species:S:1:pos:R:3:forces:R:3:lowdin_charge:R:1
N -0.713441 -1.186079 0.389736 -1.56 -3.52 4.08 0.08
C -0.095697 -0.157176 0.193112 3.12 1.59 -3.08 -0.60
N -0.530672 0.471980 -1.005853 3.45 5.07 -1.72 0.01
N 1.255655 0.185830 0.791497 -2.31 -0.09 1.06 0.04
H -1.652411 -1.153567 0.029315 0.01 -0.38 -0.64 0.05
H -1.047839 -0.102010 -1.672037 0.62 0.20 0.65 0.07
H 0.174251 1.237851 -1.558302 -2.70 -3.00 2.31 0.17
H 1.144858 1.154771 1.184638 0.36 -1.17 -0.56 0.07
H 1.465296 -0.451600 1.647893 -0.98 1.30 -2.10 0.11
```
Forces are in eV/Å.

Results
SMILES: N=C(N)N
Lowest unoccupied orbital energy (eV): 0.8
DFT total energy (a.u.): -205.3169
HOMO (eV): -9.0
M (g/mol): 59.07
2S+1: 1

***

Entry from OMol25: C36H47As3HfN2O3PSe2Te2 as an isolated structure (ωB97M-V with the def2-TZVPD basis set).

XYZ file:
```
97
Properties=species:S:1:pos:R:3:forces:R:3:lowdin_charge:R:1
Hf -0.253441 -0.511987 0.219128 0.68 0.67 -0.24 0.91
C -2.069142 2.993417 -0.681724 0.11 0.07 0.01 -0.30
As -0.873639 1.768661 -1.614863 -0.55 -0.20 0.23 1.05
C 0.199608 3.169210 -2.427924 0.20 -0.09 -0.07 -0.29
C -2.205933 1.347297 -2.985947 0.15 -0.06 -0.12 -0.36
C -1.874601 0.522666 -4.236946 0.00 0.00 -0.09 -0.66
C -3.115775 0.634875 -5.138077 -0.07 -0.01 -0.03 -0.10
C -1.715109 -0.969145 -3.896575 -0.03 0.26 0.03 -0.31
As -0.546955 -1.564393 -2.459176 0.24 0.20 0.43 1.06
C -0.769159 -3.462611 -2.658572 0.03 -0.03 0.00 -0.30
C 1.242695 -1.424489 -3.206344 0.03 0.08 0.14 -0.26
C -0.644302 1.117822 -4.957866 -0.16 -0.11 0.13 -0.38
As -0.469857 0.895824 -6.919154 -0.08 -0.06 -0.16 1.13
C 1.077273 2.086332 -7.045675 0.06 0.07 0.00 -0.35
C 0.567257 -0.762819 -7.056256 -0.01 -0.05 0.04 -0.34
H -2.496127 3.659760 -1.428864 -0.03 0.06 0.00 0.04
H -1.510564 3.576341 0.045390 0.01 0.03 0.04 0.02
H -2.862971 2.450985 -0.180033 -0.07 -0.06 0.04 -0.01
H -0.462587 3.746626 -3.067664 0.02 0.09 -0.07 0.04
H 1.029730 2.776477 -3.009760 0.01 0.01 -0.02 0.03
H 0.579348 3.812286 -1.636718 0.00 0.07 -0.02 0.02
H -2.579927 2.325315 -3.293331 -0.03 0.06 -0.07 0.08
H -2.998226 0.860581 -2.417470 -0.11 -0.05 0.04 0.05
H -4.018086 0.385651 -4.572362 0.05 0.01 -0.04 0.09
H -3.052828 -0.044728 -5.990121 0.00 0.02 0.02 0.07
H -3.226098 1.647698 -5.534594 0.01 -0.04 0.03 0.09
H -1.377769 -1.521417 -4.770371 0.01 -0.08 -0.21 0.07
H -2.689082 -1.377488 -3.620752 -0.09 -0.01 0.02 0.09
H -0.436119 -3.726109 -3.660004 0.02 -0.10 -0.07 0.04
H -1.809442 -3.725627 -2.517458 -0.13 -0.07 -0.02 0.00
H -0.168901 -3.971857 -1.905409 0.03 -0.04 0.01 -0.05
H 1.198632 -1.613375 -4.268752 0.04 -0.03 -0.33 0.02
H 1.853987 -2.186174 -2.726611 -0.01 -0.03 -0.04 0.04
H 1.685473 -0.447279 -3.022791 0.01 0.08 -0.01 0.02
H 0.288712 0.813221 -4.483229 0.12 -0.05 0.11 0.05
H -0.697717 2.205752 -4.871143 -0.01 0.06 0.02 0.06
H 0.755654 3.122060 -6.939917 0.03 0.00 0.00 0.02
H 1.538325 1.969267 -8.026701 -0.02 0.01 0.03 0.02
H 1.815813 1.850745 -6.275677 -0.02 0.02 -0.04 0.02
H 0.000281 -1.618159 -6.691506 -0.01 -0.02 0.01 0.01
H 1.513551 -0.686655 -6.521580 0.01 -0.03 0.07 0.02
H 0.778144 -0.933004 -8.111930 0.00 0.00 0.01 0.02
Se -0.800049 -2.916124 1.302721 -0.73 -0.38 0.18 -0.35
Te 0.288914 -5.063924 0.811130 0.28 -0.38 -0.08 0.23
Te -3.117483 -2.908333 0.263562 -0.24 -0.02 -0.01 0.45
Se -2.907098 -0.399334 0.330764 0.03 0.07 -0.08 -0.07
O 3.307399 -2.683166 0.042034 0.10 -0.29 -0.06 0.13
C 2.568228 -1.759914 -0.126606 -0.41 0.38 -0.16 -0.59
O 1.255161 -1.791785 -0.289467 0.70 -0.32 0.44 -0.45
C 3.068939 -0.345075 -0.214139 -0.02 0.03 -0.01 -0.19
C 4.411255 -0.054371 -0.367724 0.14 -0.04 0.01 0.03
C 4.782175 1.269387 -0.523432 0.13 -0.03 -0.02 -0.02
C 3.794197 2.243535 -0.505519 0.00 0.08 0.00 -0.03
C 2.480586 1.859310 -0.318244 -0.02 -0.13 -0.08 -0.17
N 2.111921 0.579846 -0.174903 -0.23 0.30 -0.04 0.05
H 5.119892 -0.873240 -0.373110 -0.03 0.07 0.00 0.13
H 5.821939 1.541440 -0.665119 -0.07 -0.03 0.02 0.12
H 4.033403 3.291709 -0.632943 -0.01 -0.05 0.00 0.12
H 1.688332 2.592058 -0.286872 0.00 -0.02 0.04 0.07
O -1.115092 1.646995 1.805330 -0.56 0.25 -0.15 -0.23
N 0.194972 1.885316 1.452900 -0.21 0.07 -0.25 -0.10
C 1.003390 2.151849 2.392371 0.57 0.06 0.22 -0.09
C 0.759758 2.069680 3.839821 0.06 0.12 -0.15 -0.21
C 1.217002 3.092154 4.674832 -0.06 0.03 -0.04 -0.02
C 1.098749 2.964397 6.044747 -0.01 -0.02 0.05 -0.05
C 0.563057 1.795537 6.577043 -0.01 -0.02 0.03 -0.04
C 0.145110 0.768185 5.745259 -0.04 -0.02 0.07 -0.06
C 0.223383 0.888068 4.359285 -0.02 -0.13 0.00 -0.28
P -0.254175 -0.565361 3.289995 0.21 0.05 0.18 1.01
C -1.933017 -0.868278 3.948372 -0.12 -0.03 -0.08 -0.38
C -2.489484 -2.146267 4.036358 -0.13 0.11 0.09 -0.15
C -3.818590 -2.312383 4.414602 0.10 -0.04 -0.03 -0.06
C -4.613446 -1.213382 4.696262 -0.03 0.05 -0.01 -0.06
C -4.067686 0.062462 4.628243 0.05 -0.05 0.00 -0.06
C -2.740857 0.228430 4.263798 -0.04 -0.05 0.05 -0.11
C 0.864307 -1.841268 3.933696 0.04 0.00 -0.03 -0.41
C 0.582225 -2.706637 4.984617 0.00 -0.10 0.15 -0.08
C 1.520593 -3.655521 5.373374 -0.06 0.02 -0.01 -0.05
C 2.741512 -3.745162 4.717551 -0.02 -0.01 0.02 -0.06
C 3.033964 -2.880656 3.672533 -0.03 0.03 -0.01 -0.06
C 2.096953 -1.933898 3.289116 0.00 -0.16 0.06 -0.11
H -1.347920 2.108372 2.629603 0.10 -0.13 0.17 0.11
H 2.006670 2.396686 2.047203 -0.05 -0.09 0.08 0.13
H 1.659458 3.984627 4.244455 -0.03 -0.07 0.01 0.12
H 1.436774 3.760715 6.698073 -0.03 -0.08 -0.05 0.12
H 0.483128 1.680859 7.651059 0.00 -0.01 -0.04 0.12
H -0.250244 -0.144535 6.177378 0.02 0.06 0.00 0.12
H -1.894679 -3.017824 3.814085 0.01 -0.05 -0.02 0.06
H -4.229321 -3.313612 4.480943 0.04 0.07 -0.02 0.12
H -5.653674 -1.346549 4.973555 0.11 0.01 -0.01 0.11
H -4.672212 0.927782 4.870247 0.03 -0.02 -0.02 0.11
H -2.331650 1.230841 4.266216 0.00 0.04 -0.01 0.09
H -0.371623 -2.657531 5.496848 0.07 0.00 -0.01 0.10
H 1.288124 -4.339102 6.182795 0.02 0.07 -0.07 0.11
H 3.460322 -4.499505 5.013531 -0.04 0.03 -0.02 0.11
H 3.973565 -2.961275 3.139735 -0.06 0.02 0.02 0.11
H 2.322819 -1.267781 2.467368 0.04 0.10 -0.12 0.08
```
Forces are in eV/Å.

Results
Lowest unoccupied orbital energy (eV): -3.2
Total charge: +1
DFT total energy (a.u.): -14170.6816
HOMO (eV): -8.5
M (g/mol): 1403.13
2S+1: 1

***

Entry from OMol25: an isolated molecule of CH5INP (ωB97M-V with the def2-TZVPD basis set).

XYZ file:
```
9
Properties=species:S:1:pos:R:3:forces:R:3:lowdin_charge:R:1
C 0.535308 0.988830 -0.541674 -0.47 1.62 -0.39 -0.43
P -0.234140 -0.645797 -0.725033 -0.24 0.09 0.65 0.51
N 0.188932 -1.345602 0.717420 -0.60 -1.74 -0.91 -0.29
I -2.743953 0.133860 -0.172079 0.82 -0.09 -0.27 0.07
H -0.029423 1.527292 -1.332183 0.88 0.00 -0.09 0.01
H 1.635458 1.251617 -0.544565 -1.22 -0.96 -0.31 0.06
H 0.072238 1.481154 0.306124 0.22 -0.10 0.63 0.00
H -0.162159 -2.298647 0.792521 0.27 0.31 0.15 0.03
H 0.737738 -1.092708 1.499468 0.33 0.87 0.54 0.04
```
Forces are in eV/Å.

Results
SMILES: CP(N)I
Lowest unoccupied orbital energy (eV): 0.0
DFT total energy (a.u.): -734.9164
HOMO (eV): -8.6
M (g/mol): 188.94
2S+1: 1

***

Entry from OMol25: a 2-piece molecular cluster, C6H9N3S overall (ωB97M-V with the def2-TZVPD basis set).

XYZ file:
```
19
Properties=species:S:1:pos:R:3:forces:R:3:lowdin_charge:R:1
C -0.268594 -0.975360 3.073844 -2.82 -0.54 0.67 0.08
C 0.334087 -1.211618 1.933251 1.95 -0.24 0.54 -0.39
C 0.198188 -2.404307 1.067123 0.33 -1.24 -1.93 -0.06
C 1.371225 -0.272515 1.573039 0.80 0.29 -1.89 -0.18
N 2.193306 0.313400 0.997254 -0.81 -0.35 1.03 0.17
H -0.300243 -0.001565 3.481835 0.75 0.86 0.69 0.07
H -1.087388 -1.597812 3.495240 0.87 0.02 -0.53 0.10
H 0.034335 -1.983349 0.008900 -0.40 -0.96 1.41 0.09
H 1.050250 -3.158501 0.895352 -0.63 1.62 0.78 0.11
H -0.605122 -3.032734 1.488881 -0.05 0.45 -0.72 0.08
C -0.331737 1.052795 -3.402281 -1.04 2.53 0.38 -0.39
S -0.895217 0.569816 -1.767798 0.20 -0.42 -0.45 0.86
N 0.012767 1.599789 -0.792936 0.73 -1.11 -0.12 -0.35
C -0.492738 2.732560 -0.373293 -1.48 2.08 0.74 -0.42
N -1.051731 3.707520 -0.067704 0.81 -0.90 -0.26 0.13
H -0.841101 2.023161 -3.661154 0.74 -0.71 0.30 0.06
H -0.758250 0.381918 -4.067215 -0.86 -1.65 -1.24 0.00
H 0.712035 1.124355 -3.633709 0.67 -0.12 0.54 0.04
H 0.725928 1.132449 -0.248629 0.25 0.39 0.05 0.02
```
Forces are in eV/Å.

Results
SMILES: C=C(C)C#N.CSNC#N
Lowest unoccupied orbital energy (eV): 0.2
DFT total energy (a.u.): -796.3891
HOMO (eV): -9.5
M (g/mol): 155.23
2S+1: 1

***

Entry from OMol25: an isolated molecule of C2H2N2O3 (ωB97M-V with the def2-TZVPD basis set).

XYZ file:
```
9
Properties=species:S:1:pos:R:3:forces:R:3:lowdin_charge:R:1
N -2.254861 1.927848 0.519617 -0.51 0.26 0.03 0.17
C -1.566907 1.096738 0.142444 1.65 -0.72 0.22 -0.10
C -0.411942 0.144286 -0.313116 -2.39 0.56 3.50 -0.27
O 0.716450 0.285882 0.383123 1.68 1.84 -1.01 0.07
N -0.971464 -1.212078 0.058795 -0.99 -1.40 -0.62 -0.35
O -1.771303 -1.727256 -0.700075 0.63 0.45 0.56 0.12
O -0.602304 -1.653652 1.133831 -0.20 0.03 -0.69 0.10
H -0.435308 0.381475 -1.324678 0.95 -0.62 -2.13 0.14
H 0.907781 -0.355371 1.073298 -0.83 -0.40 0.13 0.12
```
Forces are in eV/Å.

Results
SMILES: N#C[C@@H](O)[N+](=O)[O-]
Lowest unoccupied orbital energy (eV): -0.8
DFT total energy (a.u.): -412.5011
HOMO (eV): -12.1
M (g/mol): 102.05
2S+1: 1

***

The evaluated F_max for the records listed, in turn: 6.4, 1.0, 2.1, 3.0, 4.3 eV/Å.
The evaluated relative energy (zero: lowest compared OMol25 entry of this formula, charge and spin) for the records listed, in turn: 46.55, 59.71, 7.69, 47.23, 94.02 kcal/mol.
The evaluated frontier orbital gap for the records listed, in turn: 9.82, 5.29, 8.61, 9.70, 11.31 eV.